# 1
Here is C4H7ClN3 as an isolated structure in a non-equilibrium geometry from OMol25. Energies are from the ωB97M-V functional and the def2-TZVPD basis.

Calculated values
* energy relative to the best compared isomer or geometry (same formula, charge and spin): 35.49 kcal per mole
* calculated total energy: -780.7516 Ha
* HOMO-LUMO gap: 9.657 eV
* total charge: +1
* 2S+1: 1

Positions of all 15 atoms, in Å:
Cl -2.16 0.97 -0.33
N -1.42 -1.48 0.63
N 1.38 1.04 -0.58
N -0.20 -0.58 -1.18
C 0.15 0.52 1.42
C -0.94 -0.36 0.05
C 0.85 0.20 -1.44
C 1.21 1.07 0.82
H -1.68 -1.22 1.62
H 2.02 1.49 1.44
H -0.11 0.26 2.49
H 2.36 1.39 -0.93
H 1.19 -0.04 -2.46
H -2.13 -2.07 0.33
H -0.51 -1.17 -1.86

# 2
Here is one molecule with the formula C5H10O in a non-equilibrium geometry from OMol25. Energies are from the ωB97M-V functional and the def2-TZVPD basis.

Calculated values
* energy relative to the best compared isomer or geometry (same formula, charge and spin): 49.92 kcal per mole
* calculated total energy: -271.6731 Ha
* HOMO-LUMO gap: 10.966 eV
* 2S+1: 1

Positions of all 16 atoms, in Å:
O 0.39 -1.01 -1.17
C -0.36 -0.44 -0.14
C -0.45 -1.91 -1.81
C 0.03 1.32 1.74
C 0.60 0.36 0.74
C 0.87 1.85 0.62
H 0.19 -2.50 -2.48
H -1.04 1.50 1.66
H -1.21 -1.39 -2.43
H 0.40 2.44 -0.17
H 0.42 1.32 2.75
H 1.87 2.22 0.88
H 1.47 -0.21 1.05
H -1.15 0.22 -0.55
H -0.98 -1.36 0.27
H -1.04 -2.41 -0.96

# 3
Here is a 2-piece molecular cluster, C9H14O overall in a non-equilibrium geometry from OMol25. Energies are from the ωB97M-V functional and the def2-TZVPD basis.

Calculated values
* energy relative to the best compared isomer or geometry (same formula, charge and spin): 55.24 kcal per mole
* calculated total energy: -426.4848 Ha
* HOMO-LUMO gap: 9.587 eV
* 2S+1: 1

Positions of all 24 atoms, in Å:
O 0.89 1.72 -2.85
C -0.56 -1.02 2.08
C -0.34 0.99 -2.48
C -1.02 0.57 -3.79
C 0.42 1.09 1.14
C 0.40 -1.73 1.32
C 1.30 -1.16 0.48
C -0.55 0.40 1.87
C -1.31 -1.63 3.20
C 1.30 0.28 0.51
H 0.25 2.19 0.99
H -0.74 -2.21 3.95
H 0.60 -2.81 1.54
H -1.95 -1.00 3.88
H -0.09 0.18 -1.74
H 2.09 -1.74 0.02
H -1.27 -0.52 -3.76
H 2.10 0.76 -0.06
H -0.93 1.68 -1.78
H -2.20 -2.30 2.82
H 0.63 2.65 -2.66
H -0.28 0.28 -4.64
H -1.38 1.00 2.26
H -1.67 1.42 -4.04

> Which value of HOMO-LUMO gap does entry 2 give?

10.966 eV

> HOMO-LUMO gap of number 3 (C9H14O)?

9.587 eV